(1)
This record from OMol25 describes a 3-piece molecular cluster, C36H39BO4 overall. The level of theory is ωB97M-V/def2-TZVPD.

XYZ file:
```
80
Properties=species:S:1:pos:R:3:forces:R:3:mulliken_charge:R:1
C 3.749 5.769 -1.968 0.5 0.1 0.5 -0.36
C 2.547 4.938 -2.415 -0.3 0.0 -0.4 -0.58
C 2.235 4.098 -1.212 0.6 0.2 1.1 0.54
C 3.154 4.454 -0.191 -0.6 -0.3 -0.5 0.16
O 4.053 5.406 -0.561 -0.7 -0.4 -0.5 -0.54
C 3.069 3.889 1.092 0.4 0.7 -0.4 -1.66
C 2.049 3.005 1.350 -0.3 -0.6 -0.4 0.20
C 1.172 2.529 0.318 0.5 -0.3 0.0 0.45
C 0.154 1.524 0.496 -1.2 3.2 1.5 0.61
C -0.411 1.258 1.815 0.4 -0.3 0.5 0.64
C -1.794 1.476 2.068 -0.1 -0.7 -0.3 -0.30
C -2.385 0.990 3.218 1.1 -0.5 0.7 0.83
C -1.594 0.312 4.176 0.2 0.0 -0.7 -0.04
O -2.299 -0.264 5.185 -0.5 0.6 -0.6 -0.55
C -3.728 0.024 4.929 0.4 -0.4 0.4 -0.35
C -3.806 0.918 3.683 -0.5 0.4 0.0 -0.53
C -0.197 0.225 4.039 -1.0 0.3 0.3 -1.60
C 0.374 0.761 2.898 -0.3 0.0 -0.2 -0.74
C 1.276 3.139 -0.966 0.3 -0.1 -0.1 -0.92
H 4.648 5.560 -2.558 -0.2 0.1 0.2 0.27
H 3.552 6.846 -1.985 0.1 -0.3 0.1 0.28
H 1.709 5.589 -2.685 0.1 -0.2 0.0 0.25
H 2.789 4.325 -3.288 -0.1 0.1 0.1 0.25
H 3.798 4.194 1.841 -0.3 -0.1 0.0 0.42
H 1.914 2.658 2.371 0.1 0.0 -0.3 0.50
H -0.592 1.589 -0.289 0.2 -0.3 0.1 0.47
H -2.413 1.992 1.336 0.2 -0.3 -0.1 0.53
H -4.232 -0.940 4.783 0.2 0.2 0.1 0.31
H -4.128 0.502 5.831 0.1 -0.1 -0.2 0.27
H -4.200 1.905 3.956 0.1 -0.1 -0.2 0.26
H -4.472 0.495 2.924 0.1 0.1 0.1 0.12
H 0.381 -0.249 4.822 0.1 0.1 -0.1 0.47
H 1.458 0.777 2.843 -0.3 -0.3 -0.1 0.46
H 0.583 2.843 -1.754 0.1 0.0 0.2 0.43
C 1.955 -3.751 -0.286 0.2 -0.3 -0.2 -2.41
C 1.642 -2.411 0.351 -0.3 0.1 0.0 2.32
C 1.807 -2.569 1.850 0.3 0.1 0.3 -1.76
C 2.428 -1.192 -0.328 -0.2 0.1 -0.1 1.78
C 3.031 -0.237 0.677 0.1 0.3 0.5 -1.90
C 3.532 -1.581 -1.291 0.2 -0.4 -0.2 -1.94
O 1.414 -0.462 -1.052 1.3 -0.1 0.6 -0.15
B 0.195 -0.984 -0.662 -1.4 -0.6 -1.9 -0.24
C -1.222 -0.367 -1.042 0.5 0.1 0.0 2.18
C -2.312 -0.706 -0.240 -0.4 0.3 -0.2 -0.76
C -3.526 -0.028 -0.387 0.1 0.0 -0.3 -1.01
C -3.670 0.970 -1.357 -0.1 -0.1 0.3 -0.82
C -2.611 1.245 -2.228 0.5 -0.4 0.0 -0.89
C -1.405 0.545 -2.102 -0.8 0.5 0.4 -1.02
C -0.046 -1.996 -2.664 -0.5 -1.1 -0.6 -1.22
C -1.216 -2.840 -2.611 -0.2 -0.1 -0.2 0.64
C -2.402 -2.473 -3.292 0.0 0.2 0.3 -0.25
C -3.596 -3.149 -3.090 0.1 -0.2 0.1 -0.67
C -3.641 -4.268 -2.246 0.2 0.1 0.0 -0.47
C -2.464 -4.702 -1.619 0.0 0.2 -0.2 -0.78
C -1.271 -4.007 -1.801 0.0 0.1 -0.1 -0.12
O 0.242 -2.100 0.150 0.9 0.3 0.4 -0.52
H 2.992 -4.034 -0.064 -0.2 0.0 -0.1 0.44
H 1.304 -4.524 0.139 0.1 0.2 -0.1 0.52
H 1.819 -3.746 -1.372 0.1 0.0 0.3 0.36
H 2.855 -2.758 2.101 -0.1 0.0 0.1 0.36
H 1.442 -1.691 2.396 0.2 -0.2 -0.2 0.14
H 1.218 -3.434 2.181 0.1 0.2 -0.1 0.48
H 3.779 -0.736 1.304 -0.1 0.1 0.0 0.50
H 3.517 0.593 0.152 -0.1 -0.1 0.0 0.42
H 2.247 0.193 1.307 0.4 -0.3 -0.2 -0.08
H 4.317 -2.125 -0.750 -0.1 0.0 -0.2 0.39
H 3.176 -2.198 -2.121 0.1 0.1 0.2 0.28
H 3.987 -0.679 -1.713 -0.2 -0.1 0.1 0.43
H -2.207 -1.492 0.506 0.0 0.2 0.0 0.45
H -4.353 -0.282 0.278 0.1 0.1 -0.2 0.51
H -4.606 1.522 -1.439 0.2 -0.1 0.0 0.38
H -2.714 2.004 -3.006 -0.1 -0.2 0.2 0.42
H -0.588 0.747 -2.794 -0.1 0.1 0.2 0.44
H -0.076 -1.144 -3.336 0.0 -0.2 0.1 0.51
H 0.900 -2.542 -2.687 -0.1 0.4 0.5 0.80
H -2.362 -1.602 -3.949 -0.1 -0.2 0.2 0.33
H -4.498 -2.807 -3.598 0.2 -0.1 0.1 0.37
H -4.580 -4.798 -2.085 0.2 0.1 0.0 0.37
H -2.479 -5.588 -0.979 0.0 0.3 -0.2 0.39
H -0.363 -4.348 -1.301 -0.4 0.2 -0.1 0.27
```
Forces are in eV/Å.

- M: 546.52 Da
- HOMO-LUMO gap: 2.961 eV
- LUMO: -2.2 eV
- Net charge: 0
- ΔE to the lowest compared entry with this formula, charge and spin: 224.5 kJ/mol
- DFT total energy: -46828.884 eV
- HOMO energy: -5.19 eV


(2)
This record from OMol25 describes C36H39Br18F4N3O5S as an isolated structure. The level of theory is ωB97M-V/def2-TZVPD.

XYZ file:
```
106
Properties=species:S:1:pos:R:3:forces:R:3:mulliken_charge:R:1
C -1.706 1.047 4.100 7.5 -2.9 -6.2 -0.83
C -0.601 0.730 3.262 -5.9 1.2 5.0 -0.28
C 0.768 0.245 2.434 0.8 -0.9 -0.7 0.20
C 2.046 1.292 2.174 0.0 -2.9 -0.9 0.54
C 1.964 2.878 2.697 0.0 0.9 -1.4 0.00
C 0.632 3.666 2.068 -3.2 1.5 2.9 -0.26
C -0.392 4.336 2.965 3.0 -1.9 -2.4 -0.63
C 3.393 0.702 1.378 -1.7 -2.0 0.1 -0.09
O 4.574 1.533 1.085 -3.3 -2.0 2.0 -0.08
C 5.263 1.974 2.308 1.3 0.2 0.6 -0.52
C 5.708 3.554 2.065 0.1 0.2 -0.3 0.20
C 5.513 4.025 0.473 -0.4 0.9 -0.1 0.12
C 5.976 5.615 0.251 -0.5 -0.2 0.1 -0.89
C 3.467 -0.873 0.818 -3.0 0.8 2.1 0.63
C 4.739 -1.497 -0.007 -1.4 0.2 -1.5 -0.11
O 6.065 -1.100 0.507 -2.1 -0.4 1.1 -0.11
N 6.918 -0.941 -0.535 2.5 -2.9 -1.9 0.20
O 7.524 -1.975 -0.780 -1.7 3.0 0.8 -0.36
C 2.162 -1.839 1.087 -1.0 3.1 1.1 0.21
C 0.785 -1.335 1.892 3.3 3.2 -0.7 -0.93
N -0.408 -2.270 2.134 3.0 -1.4 -0.8 0.59
C -0.100 -3.230 3.265 -0.3 -0.7 2.0 0.92
F -1.093 -2.942 4.363 3.3 -1.3 -3.4 -0.28
F -0.251 -4.666 2.894 0.6 4.9 1.5 -0.24
F 1.246 -3.020 3.890 -4.6 -1.0 -2.1 -0.24
C -0.830 -2.977 0.863 -2.1 -2.1 -4.1 -0.88
C 0.261 -3.767 -0.129 -2.9 0.5 -0.6 0.67
C -0.142 -4.556 -1.509 -2.8 2.0 2.4 -0.81
C -1.726 -4.569 -1.962 1.7 1.7 3.7 0.57
C -2.099 -5.363 -3.355 -0.2 1.3 1.4 -0.66
C -2.580 -6.918 -3.150 -0.5 -3.9 -5.8 0.51
O -2.629 -7.696 -4.267 0.2 5.2 8.7 -0.50
F -2.986 -7.418 -1.812 1.3 1.7 -4.3 -0.22
C -2.791 -3.772 -1.004 1.7 -0.7 0.6 -0.21
C -4.394 -3.713 -1.443 0.8 0.5 -0.9 -0.43
N -4.697 -2.228 -1.667 0.9 -0.5 0.0 0.25
C -3.590 -1.536 -2.432 -0.1 1.3 -1.2 -0.48
C -2.411 -2.991 0.410 3.3 -1.2 -1.4 0.32
C -3.547 -2.233 1.373 0.4 -0.8 0.4 -0.12
O -4.564 -3.272 1.746 -0.6 2.4 -1.4 -0.39
C -5.924 -2.722 1.607 -1.3 0.2 0.3 -0.06
C -6.280 -1.677 2.853 0.0 -0.4 -0.9 -0.89
S 2.075 -3.641 0.459 -1.9 1.9 -0.1 -0.36
H -2.732 1.105 4.667 2.7 0.0 -1.5 0.35
H 2.906 3.481 2.282 -1.8 -1.7 0.9 -0.20
H 1.967 2.977 3.863 -0.2 -0.4 -2.3 0.43
H 0.388 3.706 0.911 0.6 -0.9 2.6 0.26
H -1.538 4.343 2.633 2.9 0.7 0.5 0.24
H -0.038 4.820 3.997 -1.1 -1.8 -2.1 0.22
H 6.207 1.258 2.448 -1.9 1.6 -0.4 0.23
H 4.598 1.814 3.260 1.1 0.5 -1.9 0.34
H 5.063 4.244 2.795 1.3 -1.4 -1.7 0.27
H 6.850 3.744 2.343 -2.6 -0.6 -0.5 -0.51
H 4.373 3.990 0.137 2.5 -0.3 0.9 0.01
H 6.133 3.369 -0.275 -1.3 1.0 1.7 0.26
H 6.868 5.698 -0.506 -1.6 -0.1 1.7 0.24
H 5.077 6.228 -0.224 1.9 -1.3 1.1 0.24
H 6.235 6.080 1.302 -0.3 -0.8 -2.2 0.23
H 4.643 -1.087 -1.125 0.2 -0.9 2.5 -0.12
H 4.745 -2.667 -0.100 -0.4 2.3 0.6 0.34
H 0.671 -5.106 -2.178 -1.9 1.4 1.8 0.22
H -1.164 -5.307 -4.075 -2.0 -0.6 1.6 0.46
H -2.956 -4.720 -3.878 1.6 -1.8 1.1 0.02
H -4.580 -4.231 -2.500 0.7 0.5 2.3 0.23
H -5.105 -4.193 -0.642 1.6 1.1 -1.5 0.24
H -5.639 -2.087 -2.094 1.7 -0.4 0.3 -0.19
H -4.037 -0.590 -3.007 0.7 -2.0 1.3 0.26
H -3.114 -2.208 -3.294 -0.8 1.3 1.9 0.10
H -2.737 -1.079 -1.733 -1.8 -1.4 -1.5 0.15
H -4.062 -1.321 0.835 1.2 -2.0 0.8 0.25
H -3.082 -1.888 2.416 -0.5 -0.6 -2.6 0.29
H -6.683 -3.641 1.574 1.9 1.9 0.3 0.34
H -6.104 -2.127 0.610 0.8 -1.3 1.7 0.10
H -6.276 -0.581 2.435 0.1 -2.1 1.0 0.23
H -7.366 -1.892 3.240 2.3 0.4 -0.5 0.30
H -5.441 -1.825 3.656 -1.9 0.4 -1.3 0.22
C 9.504 4.901 4.621 0.0 -0.2 0.2 -0.34
Br 10.622 6.488 4.499 -0.3 -0.4 0.0 -0.02
Br 7.676 5.339 5.119 0.5 -0.1 -0.2 -0.04
Br 9.577 3.838 2.994 0.1 0.3 0.4 -0.04
H 9.915 4.282 5.426 -0.2 0.3 -0.4 0.40
C -7.810 -1.834 -5.067 0.0 0.1 -0.3 -0.42
Br -7.539 -1.388 -3.194 -0.5 0.0 -0.6 -0.08
Br -6.527 -3.158 -5.689 -0.3 0.3 0.2 0.02
Br -9.643 -2.380 -5.424 0.6 0.2 0.3 0.03
H -7.631 -0.920 -5.643 -0.1 -0.4 0.3 0.43
C -2.747 -2.677 -8.132 0.1 0.1 -0.2 -0.34
Br -4.339 -3.242 -9.096 0.4 0.1 0.3 -0.01
Br -2.975 -0.921 -7.325 0.0 -0.5 -0.1 -0.01
Br -2.181 -4.005 -6.828 -0.2 0.3 -0.3 0.04
H -1.942 -2.588 -8.868 -0.4 0.0 0.4 0.35
C 9.088 10.449 4.464 0.1 -0.2 0.1 -0.06
Br 10.295 11.657 3.531 -0.3 -0.3 0.2 -0.01
Br 8.425 11.225 6.120 0.1 -0.2 -0.4 -0.01
Br 7.639 9.845 3.316 0.4 0.2 0.3 0.01
H 9.671 9.563 4.737 -0.3 0.4 -0.1 0.06
C 3.432 1.750 -3.260 -0.1 0.0 -0.3 -0.38
Br 4.982 0.625 -2.919 -0.3 0.5 -0.2 0.00
Br 1.860 1.128 -2.299 0.4 0.1 -0.1 0.00
Br 3.805 3.625 -2.900 -0.1 -0.5 -0.1 -0.02
H 3.207 1.668 -4.329 0.1 0.0 0.5 0.37
C -13.273 -1.682 -3.375 -0.2 0.0 0.1 -0.33
Br -13.069 -2.251 -5.224 -0.2 0.1 0.4 -0.05
Br -12.511 -2.971 -2.133 -0.1 0.3 -0.4 0.00
Br -12.568 0.107 -3.086 -0.1 -0.5 -0.1 0.00
H -14.348 -1.639 -3.171 0.5 0.0 -0.1 0.35
```
Forces are in eV/Å.

- M: 2140.05 Da
- HOMO-LUMO gap: 7.437 eV
- LUMO: -0.9 eV
- Net charge: 0
- ΔE to the lowest compared entry with this formula, charge and spin: 2910.1 kJ/mol
- DFT total energy: -1335104.147 eV
- HOMO energy: -8.31 eV


(3)
This record from OMol25 describes C36H39ClCsN7O3S2Te as an isolated structure. The level of theory is ωB97M-V/def2-TZVPD.

XYZ file:
```
90
Properties=species:S:1:pos:R:3:forces:R:3:mulliken_charge:R:1
Cs -0.099 -0.345 0.601 0.2 0.3 0.3 1.20
S 4.511 0.218 1.280 0.0 0.0 0.0 -0.54
C 3.551 0.519 2.682 0.0 0.0 0.0 0.11
C 4.116 0.446 3.984 0.0 0.0 0.0 -0.66
C 3.348 0.687 5.097 0.0 0.0 0.0 -0.16
C 1.996 1.009 4.947 0.1 0.0 0.0 -0.87
C 1.519 1.063 3.652 -0.2 0.0 0.1 -0.17
N 2.240 0.834 2.557 0.0 -0.2 0.0 -0.18
H 5.163 0.190 4.068 0.0 0.0 0.0 0.38
H 3.792 0.620 6.085 0.0 0.0 0.0 0.31
H 1.343 1.191 5.789 0.0 0.0 0.0 0.43
H 0.471 1.305 3.479 0.0 0.0 0.0 0.38
Cl 5.033 1.855 -3.343 0.0 0.0 0.0 -0.27
C 3.330 1.764 -2.991 0.0 0.0 0.0 0.45
C 2.440 2.572 -3.672 0.0 0.0 0.0 -0.31
C 1.096 2.477 -3.346 0.0 0.0 0.0 -0.51
C 0.718 1.582 -2.357 0.0 0.0 0.0 -0.46
N 1.584 0.805 -1.711 0.0 0.0 -0.2 0.02
C 2.875 0.888 -2.016 0.0 0.1 0.1 -0.69
H 2.795 3.254 -4.434 0.0 0.0 0.0 0.42
H 0.351 3.079 -3.848 0.0 0.0 0.0 0.48
H -0.325 1.497 -2.066 0.0 0.0 0.0 0.30
H 3.560 0.283 -1.431 0.0 0.0 0.0 0.39
C 2.652 3.409 0.533 0.1 0.0 0.1 -1.08
N 1.620 4.180 -0.133 -0.1 0.0 0.0 0.61
C 2.063 5.409 -0.749 0.0 0.0 0.0 -0.76
C 1.074 5.894 -1.790 0.0 0.0 0.0 -0.45
C -0.314 5.890 -1.187 0.0 0.0 0.0 -0.81
N -0.626 4.571 -0.689 -0.1 0.0 -0.1 0.55
C -2.028 4.229 -0.531 0.0 0.0 0.0 -0.88
C 0.308 3.783 -0.050 0.1 0.0 0.0 0.21
O -0.033 2.758 0.529 0.2 0.0 0.0 -0.72
H 3.397 3.068 -0.187 0.0 0.0 0.0 0.30
H 2.226 2.544 1.028 0.0 -0.1 0.0 0.12
H 3.160 4.027 1.284 0.0 0.0 0.0 0.43
H 3.039 5.222 -1.206 0.0 0.0 0.0 0.38
H 2.215 6.188 0.014 0.0 0.0 0.0 0.30
H 1.091 5.223 -2.651 0.0 0.0 0.0 0.09
H 1.345 6.896 -2.128 0.0 0.0 0.0 0.39
H -1.065 6.149 -1.937 0.0 0.0 0.0 0.39
H -0.382 6.647 -0.390 0.0 0.0 0.0 0.28
H -2.552 4.377 -1.477 0.0 0.0 0.0 0.42
H -2.512 4.848 0.234 0.0 0.0 0.0 0.33
H -2.107 3.185 -0.245 0.0 0.0 0.0 -0.12
Te -0.337 -4.317 0.062 0.0 0.0 0.1 0.53
C 1.133 -5.745 -0.596 0.0 0.0 0.0 -0.14
C 2.488 -5.582 -0.312 0.0 0.0 0.0 -0.21
C 3.426 -6.506 -0.747 0.0 0.0 0.0 -0.61
C 3.028 -7.609 -1.493 0.0 0.0 0.0 -0.35
C 1.685 -7.779 -1.793 0.0 0.0 0.0 -0.51
C 0.748 -6.857 -1.341 0.0 0.0 0.0 -0.27
C 0.347 -4.553 2.049 0.1 0.0 0.0 -0.26
C 1.211 -3.626 2.622 0.0 0.0 0.0 -0.19
C 1.671 -3.799 3.920 0.0 0.0 0.0 -0.62
C 1.274 -4.906 4.656 0.0 0.0 0.0 -0.41
C 0.412 -5.835 4.089 0.0 0.0 0.0 -0.50
C -0.051 -5.658 2.792 0.0 0.0 0.0 -0.45
H 2.815 -4.721 0.261 0.0 0.0 0.0 0.42
H 4.473 -6.359 -0.510 0.0 0.0 0.0 0.35
H 3.761 -8.328 -1.838 0.0 0.0 0.0 0.34
H 1.360 -8.635 -2.374 0.0 0.0 0.0 0.34
H -0.302 -7.008 -1.568 0.0 0.0 0.0 0.32
H 1.531 -2.755 2.068 0.0 0.0 -0.1 0.57
H 2.336 -3.059 4.350 0.0 0.0 0.0 0.47
H 1.628 -5.039 5.671 0.0 0.0 0.0 0.36
H 0.090 -6.698 4.661 0.0 0.0 0.0 0.34
H -0.733 -6.379 2.359 0.0 0.0 0.0 0.36
O -3.815 -1.715 2.949 0.0 0.0 0.0 -0.59
S -3.251 -2.399 1.769 -0.1 -0.1 0.0 0.14
N -1.798 -2.494 1.573 -0.1 -0.2 0.1 -0.41
C -3.768 -1.379 -5.385 -0.1 0.1 -0.1 -0.78
O -3.854 -1.038 -4.075 0.2 -0.2 0.0 -0.72
H -4.752 -1.540 -5.885 0.0 0.0 0.0 0.22
H -3.206 -2.322 -5.559 0.0 0.0 0.0 0.16
H -3.253 -0.618 -6.016 0.0 0.0 0.0 0.19
N -4.217 0.093 -1.937 0.5 -0.3 0.1 -0.01
C -2.970 0.140 -1.438 0.0 0.6 0.0 -1.01
N -2.812 0.904 -0.369 -0.3 -0.5 0.0 0.06
C -4.102 1.331 -0.106 0.1 0.2 0.1 0.42
C -4.581 2.150 0.917 0.0 0.0 0.0 -0.63
C -5.925 2.469 0.924 0.0 0.0 0.0 -0.55
C -6.792 1.988 -0.072 0.0 0.0 0.0 -0.43
C -6.337 1.173 -1.090 0.0 0.0 0.0 -0.66
C -4.982 0.843 -1.093 -0.1 0.1 0.0 0.00
H -4.296 -0.395 -2.922 -0.4 0.0 -0.3 0.43
H -2.184 -0.374 -1.970 0.1 -0.1 0.0 0.56
H -3.910 2.506 1.690 0.0 0.0 0.0 0.49
H -6.323 3.091 1.717 0.0 0.0 0.0 0.37
H -7.842 2.254 -0.033 0.0 0.0 0.0 0.35
H -7.005 0.795 -1.854 0.0 0.0 0.0 0.46
```
Forces are in eV/Å.

- M: 977.85 Da
- HOMO-LUMO gap: 5.768 eV
- LUMO: 3.5 eV
- Net charge: -2
- ΔE to the lowest compared entry with this formula, charge and spin: 24.4 kJ/mol
- DFT total energy: -96574.088 eV
- HOMO energy: -2.29 eV